(1)
Here is a molecular structure, C32H41AlGeIO3P from the OMol25 dataset. Energies are from ωB97M-V/def2-TZVPD.

Structure (XYZ):
```
80
Properties=species:S:1:pos:R:3:forces:R:3:lowdin_charge:R:1
Al -0.0417 -0.0932 0.0236 0.3443 0.1374 0.1553 0.051
C -1.2552 0.1757 2.9311 -0.3925 -0.6267 0.4990 -0.002
O -0.6702 0.7765 1.7748 -0.0178 0.1007 -0.5845 -0.248
C -0.1091 2.0601 2.0855 0.4905 0.4262 -0.2553 -0.105
C 0.1399 2.7570 0.7529 -0.7009 0.4178 0.6444 -0.118
O 0.6206 1.7984 -0.1820 -0.3860 -0.2888 -0.3032 -0.249
C 2.0165 1.7900 -0.4404 1.0923 -0.4435 -0.2759 -0.101
C 2.7367 1.0643 0.6948 0.1098 0.4099 -0.1574 -0.117
O 1.8359 0.0603 1.1533 -0.3374 0.1702 -0.1350 -0.248
C 2.4679 -0.9671 1.9018 0.2536 -0.3951 0.2547 -0.011
H -0.5123 0.0522 3.7235 0.0576 0.0789 -0.1250 0.124
H -2.0768 0.7939 3.2963 0.0513 0.0214 -0.1017 0.121
H -1.6325 -0.8063 2.6481 0.0578 0.1910 0.0770 0.060
H -0.8113 2.6401 2.6909 0.0236 -0.1380 -0.0766 0.157
H 0.8226 1.9244 2.6425 -0.1461 -0.1119 0.0553 0.143
H -0.8063 3.1386 0.3569 0.2169 -0.0600 -0.0099 0.109
H 0.8379 3.5906 0.8570 -0.0082 -0.1530 -0.0469 0.159
H 2.1248 1.2024 -1.3542 0.0150 0.2067 0.0590 0.109
H 2.3948 2.8024 -0.6013 -0.1324 -0.1112 0.0474 0.160
H 3.6552 0.6130 0.3097 -0.0718 0.0364 0.0537 0.129
H 2.9942 1.7352 1.5235 -0.0503 -0.1212 -0.0061 0.148
H 3.1226 -1.5587 1.2575 -0.0347 0.0043 0.0024 0.111
H 3.0571 -0.5338 2.7156 -0.1071 -0.0426 -0.0536 0.118
H 1.6810 -1.5984 2.3099 0.0306 -0.0468 0.0441 0.097
I -2.1502 1.1417 -1.4327 -0.9265 0.1964 0.0552 1.342
C -4.0702 0.9183 -0.4396 0.5185 0.4046 -0.1740 -0.470
C -4.8392 2.0528 -0.4697 0.5426 -0.1675 -0.1084 -0.139
C -6.1900 1.9947 -0.1090 -0.2134 -0.2738 0.0738 -0.045
C -6.7472 0.7872 0.1982 0.1491 0.2790 -0.0767 0.002
C -5.9713 -0.3908 0.2163 0.3157 0.0405 -0.1046 -0.142
C -6.6097 -1.6329 0.4005 0.1133 -0.2558 0.0460 0.009
C -5.9064 -2.8009 0.3218 -0.2442 0.1680 0.0365 -0.025
C -4.5198 -2.7527 0.1789 0.1618 0.2779 -0.1177 -0.092
C -3.8289 -1.5599 0.0747 0.2292 -0.1366 0.0571 -0.284
P -1.9966 -1.8340 0.1359 -0.7014 -0.7672 0.0953 1.075
C -1.9468 -2.9848 -1.2962 0.2638 0.1137 -0.0830 -0.366
C -2.4280 -2.5010 -2.5136 0.0396 0.0573 0.1132 -0.114
C -2.4480 -3.3113 -3.6311 0.0085 0.0508 -0.0927 -0.052
C -1.9907 -4.6172 -3.5520 0.0222 -0.0773 0.0516 -0.050
C -1.5350 -5.1106 -2.3420 -0.0021 -0.0549 -0.1113 -0.051
C -1.5115 -4.3018 -1.2181 0.0477 0.1437 0.1267 -0.074
C -1.8233 -2.9586 1.5737 0.1559 0.2355 0.0767 -0.377
C -0.6071 -3.6320 1.7051 -0.0244 0.1864 0.0119 -0.130
C -0.4116 -4.5376 2.7322 0.0785 -0.0668 0.0695 -0.054
C -1.4181 -4.7691 3.6573 0.0246 0.0286 -0.0583 -0.046
C -2.5966 -4.0463 3.5787 -0.0505 -0.0527 0.1369 -0.045
C -2.7987 -3.1390 2.5535 -0.0016 0.0841 -0.1521 -0.091
C -4.5562 -0.3426 -0.0322 -0.2311 -0.1826 0.0919 -0.193
H -4.4249 2.9889 -0.8095 0.0590 0.0826 -0.0562 0.097
H -6.7851 2.8898 -0.1507 -0.1078 0.1544 0.0472 0.120
H -7.8034 0.7102 0.3991 -0.1527 -0.0206 0.0446 0.128
H -7.6747 -1.6447 0.5704 -0.1484 0.0174 0.0061 0.129
H -6.3993 -3.7564 0.3966 -0.0924 -0.0909 0.0267 0.123
H -3.9767 -3.6874 0.1647 0.0146 -0.0206 0.0350 0.119
H -2.8080 -1.4911 -2.5864 -0.0422 -0.0010 -0.0454 0.059
H -2.8280 -2.9235 -4.5636 -0.0379 0.0287 -0.0981 0.116
H -2.0053 -5.2520 -4.4232 -0.0131 -0.0695 -0.1096 0.116
H -1.2011 -6.1333 -2.2619 0.0285 -0.1131 -0.0141 0.116
H -1.1705 -4.7185 -0.2844 0.0124 -0.0605 0.0068 0.094
H 0.1763 -3.4720 0.9743 0.0848 -0.0536 -0.0025 0.093
H 0.5209 -5.0753 2.8033 0.1016 -0.0778 -0.0067 0.116
H -1.2848 -5.5106 4.4294 0.0389 -0.0141 0.1138 0.118
H -3.3745 -4.1982 4.3123 -0.0441 -0.0103 0.0575 0.119
H -3.7293 -2.5897 2.5109 0.0001 -0.0311 0.0095 0.111
C 4.0739 -0.6125 -2.2528 -0.5602 -0.3375 -0.1574 -0.211
Ge 2.3852 -1.6370 -2.5402 -0.2676 0.0294 0.2935 0.835
C 2.7574 -3.5672 -2.2648 -0.0585 0.5237 -0.1574 -0.203
C 1.6600 -1.3018 -4.3457 0.2635 -0.1048 0.3801 -0.203
C 0.8176 -1.2982 -1.2694 0.1927 0.3013 -0.1151 -0.306
H 4.7945 -1.0506 -2.9409 0.0927 -0.0060 -0.0454 0.029
H 4.4786 -0.7266 -1.2517 0.0197 -0.0748 0.1419 0.004
H 4.0006 0.4439 -2.4967 -0.0687 0.1166 -0.0328 0.015
H 3.4772 -3.9167 -2.9986 0.1166 -0.0241 -0.1181 0.025
H 1.8481 -4.1488 -2.3922 -0.1689 -0.0038 -0.0246 0.012
H 3.1641 -3.7826 -1.2794 0.0336 0.1032 0.1368 0.017
H 2.4276 -1.4978 -5.0893 0.0869 0.0140 -0.0958 0.026
H 1.3185 -0.2783 -4.4690 0.0256 0.1805 0.0428 0.018
H 0.8200 -1.9585 -4.5552 -0.0885 -0.1427 0.0858 0.016
H 0.8794 -2.2025 -0.6412 -0.0651 -0.0213 -0.0484 -0.013
H -0.0258 -1.4985 -1.9425 0.1108 -0.1669 -0.0248 -0.021
```
Positions in Å, forces in eV/Å.

Results
HOMO-LUMO gap   0.30542 Eh
2S+1   1
Total charge   +2
HOMO level   -13.45 eV

---

(2)
Here is a single C6H11NO molecule from the OMol25 dataset. Energies are from ωB97M-V/def2-TZVPD.

Structure (XYZ):
```
19
Properties=species:S:1:pos:R:3:forces:R:3:lowdin_charge:R:1
C -2.6377 0.5969 1.3398 0.4210 -0.5663 -0.2152 -0.004
C -1.6952 -0.2865 0.9883 0.2251 1.4702 -0.2065 -0.140
C -0.4890 0.0602 0.0363 -1.9099 -0.9976 1.5442 -0.426
N -0.7816 -0.4865 -1.2716 0.0612 -0.0677 -0.8234 0.039
C 0.7453 -0.5497 0.6645 1.6372 1.0311 -0.5692 -0.093
C 2.1061 -0.0014 0.0831 1.0960 -0.8760 1.1630 -0.395
C 2.1948 0.5271 -1.3260 0.3412 -0.0384 -0.0374 -0.030
O 3.1239 -0.0732 0.7733 -1.6777 0.1341 -0.7944 0.044
H -2.6197 1.6229 0.9820 0.0565 -0.0611 0.0831 0.055
H -3.4697 0.3085 1.9770 0.1034 0.0636 -0.1071 0.050
H -1.7695 -1.3040 1.3709 0.2076 0.0056 -0.1983 0.101
H -0.3879 1.1478 -0.0372 -0.0905 -0.1100 0.0211 0.138
H -1.6563 -0.0955 -1.6195 0.2586 -0.1169 0.0811 0.084
H -0.9161 -1.4948 -1.2229 0.0519 0.1766 0.0640 0.082
H 0.7660 -1.6390 0.5502 -0.0679 0.0703 0.0106 0.128
H 0.7871 -0.3080 1.7327 -0.0486 -0.1920 -0.1835 0.124
H 1.6520 1.4715 -1.4071 -0.1936 -0.1720 -0.1804 0.084
H 1.8042 -0.2078 -2.0320 -0.3054 0.2406 0.0688 0.077
H 3.2432 0.7117 -1.5815 -0.1663 0.0059 0.2794 0.083
```
Positions in Å, forces in eV/Å.

Results
HOMO-LUMO gap   0.37795 Eh
2S+1   1
HOMO level   -9.33 eV
SMILES   C=C[C@H](N)CC(C)=O

---

(3)
Here is a single C2H5Br2OP molecule from the OMol25 dataset. Energies are from ωB97M-V/def2-TZVPD.

Structure (XYZ):
```
11
Properties=species:S:1:pos:R:3:forces:R:3:lowdin_charge:R:1
C -0.4654 -0.6026 0.8215 -1.0068 1.9793 -0.7032 -0.170
C 0.5141 -0.2199 -0.2759 0.3255 0.2359 -0.7377 -0.383
P 2.1988 0.0718 0.4673 -1.8730 -1.6603 7.3390 -0.018
O 1.8921 0.1001 2.1150 1.8434 -0.1162 -6.9439 -0.516
Br 2.9852 1.9334 -0.1819 0.2064 0.7813 -0.4746 0.422
Br 3.8202 -1.3542 -0.1636 -0.8178 0.3976 0.1805 0.294
H -0.7928 0.3199 1.3218 0.1471 -0.5640 0.2301 0.087
H -1.3183 -1.0043 0.3102 -0.6839 -0.2028 -0.2360 0.065
H -0.1624 -1.3171 1.5154 0.8861 -1.0015 1.1173 0.049
H 0.3624 0.8514 -0.5585 -0.4096 -0.9338 -0.3203 0.060
H 0.2792 -0.9317 -1.1238 1.3826 1.0845 0.5488 0.110
```
Positions in Å, forces in eV/Å.

Results
HOMO-LUMO gap   0.36074 Eh
2S+1   1
HOMO level   -10.14 eV
SMILES   CCP(=O)(Br)Br

---

(4)
Here is a single C6H6N2O molecule from the OMol25 dataset. Energies are from ωB97M-V/def2-TZVPD.

Structure (XYZ):
```
15
Properties=species:S:1:pos:R:3:forces:R:3:lowdin_charge:R:1
N 2.1089 -0.6910 -1.0788 0.1780 -2.2074 0.6683 0.111
C 1.7131 0.1214 -0.0121 -2.4809 2.8367 1.5559 -0.497
N 2.1934 1.4640 0.2982 -0.9097 -0.1451 -0.3717 0.237
C 0.9369 1.4081 -0.0276 4.0676 -2.6178 -0.2892 -0.203
C -0.3157 1.9276 -0.2749 -3.4082 -0.6254 0.8310 -0.015
C -1.3624 1.0588 0.1200 0.6480 4.4515 -2.0146 -0.079
C -1.1453 -0.1543 0.7190 0.0622 -2.8913 0.1908 -0.113
C -0.0715 -0.9396 1.0456 -0.0200 0.0045 0.5758 -0.110
O 1.2513 -0.7055 1.1486 0.1306 0.5643 -0.6912 -0.020
H 1.5354 -1.5640 -0.8512 1.2256 1.1942 -1.1923 0.117
H 3.1095 -0.9838 -0.9464 -1.1465 0.4121 -0.1760 0.110
H -0.4746 2.9428 -0.6047 -0.0763 0.0030 -0.1386 0.101
H -2.4811 1.2887 -0.0413 2.1139 0.1887 0.2403 0.140
H -2.1164 -0.6194 0.7256 0.1439 -1.1477 0.6477 0.098
H -0.2379 -1.9611 1.3620 -0.5282 -0.0202 0.1638 0.123
```
Positions in Å, forces in eV/Å.

Results
HOMO-LUMO gap (alpha / beta)   0.29096 / 0.29098 Eh
2S+1   1
HOMO level (alpha / beta)   -8.44 / -8.44 eV
SMILES   N[C@@]12N=C1C=CC=CO2

---

(5)
Here is 2 unconnected molecules or ions with the total composition C5H10S2 from the OMol25 dataset. Energies are from ωB97M-V/def2-TZVPD.

Structure (XYZ):
```
17
Properties=species:S:1:pos:R:3:forces:R:3:lowdin_charge:R:1
C 0.8563 -1.3156 0.6042 -1.5167 -2.1744 -1.8643 -0.177
C 0.7951 0.0800 0.0638 -2.1659 -0.4105 -1.0691 -0.773
C 1.3326 1.0346 1.0842 1.3997 1.0231 -2.4248 -0.110
S 1.3155 0.0374 -1.7164 1.6752 0.2095 0.5974 0.669
H 0.2243 -1.5387 1.4477 0.1048 0.5065 0.8336 0.072
H 0.5321 -2.1622 -0.1111 0.5433 1.5898 0.5617 0.096
H 1.8780 -1.4629 0.7709 1.5895 -0.8079 0.8832 0.051
H -0.2649 0.3857 -0.0690 0.4593 -0.3905 -0.2172 0.052
H 2.3637 1.3280 0.8638 0.0261 -0.3145 0.6668 0.091
H 1.1060 0.6790 2.0180 0.3930 -1.4053 2.5076 0.051
H 0.7668 1.9153 1.1191 -0.7402 1.6864 -0.6350 0.057
H 2.6784 -0.3846 -1.6298 -1.7539 0.5166 0.1887 -0.099
C -2.5934 -0.1022 -1.3070 0.6008 -0.8710 -2.4553 -0.096
C -2.9565 0.7452 -0.4155 0.2086 1.7495 -0.4385 -0.806
S -3.2181 1.8978 0.5896 -0.2639 -0.0541 0.3951 0.756
H -2.5009 -1.0622 -0.8870 0.1550 -1.4949 0.3433 0.049
H -2.3150 -0.0745 -2.4256 -0.7147 0.6416 2.1269 0.118
```
Positions in Å, forces in eV/Å.

Results
HOMO-LUMO gap   0.31508 Eh
2S+1   1
HOMO level   -8.79 eV
SMILES   CC(C)S.C=C=S

---

(6)
Here is 2 unconnected molecules or ions with the total composition C2H3INO2 from the OMol25 dataset. Energies are from ωB97M-V/def2-TZVPD.

Structure (XYZ):
```
9
Properties=species:S:1:pos:R:3:forces:R:3:lowdin_charge:R:1
C -0.7381 -1.0887 0.8480 -1.8170 -1.9074 0.2748 -0.127
C -0.0602 -0.1727 0.0262 1.3837 1.3400 -0.6424 0.057
N 0.0119 -0.8792 3.5990 0.0142 -0.0110 -0.0867 -0.511
O -1.5257 -1.8559 1.1079 0.5206 0.7221 -0.1936 0.359
O 0.4603 -1.1109 2.4984 0.3391 0.5630 -0.7660 -0.202
I 0.8827 -1.6457 5.2352 0.1457 -0.2736 1.1135 0.990
H -0.0448 0.8241 0.4881 -0.1278 -0.2136 -0.0089 0.143
H -0.5571 -0.1302 -0.9491 -0.0876 -0.1213 0.1777 0.144
H 0.9954 -0.4660 -0.1044 -0.3710 -0.0981 0.1317 0.146
```
Positions in Å, forces in eV/Å.

Results
HOMO-LUMO gap (alpha / beta)   0.30183 / 0.27135 Eh
2S+1   3
Total charge   +1
HOMO level (alpha / beta)   -13.11 / -14.35 eV